(1)
A cluster of 11 separate species, C16H12BCl40IN2O in total at a distorted geometry. Source: the OMol25 dataset; level of theory: ωB97M-V with the def2-TZVPD basis set.

```
73
C16H12BCl40IN2O, DFT ωB97M-V with the def2-TZVPD basis set
I -1.338 -2.150 1.042
Cl 2.695 0.848 0.300
Cl 5.089 -13.122 -2.254
Cl -6.836 4.816 6.394
Cl 3.594 3.219 6.066
Cl 4.095 -7.292 -2.326
Cl -0.571 2.587 3.111
Cl 5.417 5.908 -1.349
Cl 6.074 3.303 -0.293
Cl -2.288 3.505 5.912
Cl 3.814 -15.485 -3.307
Cl 4.031 -9.777 -3.792
Cl -4.098 6.180 -0.623
Cl 5.729 5.539 1.497
Cl 2.913 -12.871 -4.127
Cl 3.240 3.865 8.854
Cl 1.689 4.358 3.165
Cl 0.645 3.364 0.621
Cl -2.470 7.541 -2.579
Cl -4.710 4.521 8.315
Cl 4.001 1.266 2.827
Cl -2.009 0.664 5.541
Cl -0.380 -6.485 -4.291
Cl -2.162 1.757 8.205
Cl 1.676 -4.440 -4.282
Cl -0.840 5.301 2.164
Cl -3.990 5.209 -3.339
Cl 5.844 -7.677 -4.588
Cl 2.405 -13.794 -1.443
Cl 4.300 -1.255 1.455
Cl 1.765 -0.553 2.636
Cl -4.501 1.736 6.521
Cl 0.454 -5.248 -6.762
Cl 3.005 -7.361 -4.988
Cl -1.074 -3.750 -4.825
Cl 3.049 5.938 6.856
Cl 0.985 3.937 7.057
Cl -5.295 7.114 7.205
Cl -7.140 5.889 9.054
Cl 3.451 4.407 0.145
Cl -1.693 4.936 -1.625
O 0.065 0.635 -2.856
N 0.820 2.791 -2.000
N -2.259 1.411 -2.923
C -2.724 1.345 -4.327
C 0.479 1.807 -2.485
C -4.132 1.940 -4.410
C -5.994 5.584 7.745
C -2.744 1.923 6.546
C 0.176 -4.988 -5.038
C 0.136 -2.601 -1.583
C -0.564 -1.447 -0.851
C 4.245 -8.029 -3.925
C -1.729 -0.843 -1.665
C -3.056 5.966 -2.035
C 3.556 -13.820 -2.781
C 0.243 3.906 2.262
C 2.715 4.240 7.210
C 5.162 4.791 -0.004
C 3.189 0.076 1.807
B -1.321 0.414 -2.502
H -0.129 -3.553 -1.134
H -3.058 1.327 -2.304
H 1.214 -2.496 -1.455
H -2.737 0.325 -4.717
H 0.159 -0.666 -0.641
H -4.862 1.191 -4.100
H -4.358 2.271 -5.419
H -2.478 -0.477 -0.960
H -0.087 -2.598 -2.648
H -2.083 1.950 -4.968
H -4.191 2.768 -3.704
H -2.222 -1.594 -2.284
```

The structure (SMILES) is CCNB(C[C@H](C)I)OC#N.ClC(Cl)(Cl)Cl.ClC(Cl)(Cl)Cl.ClC(Cl)(Cl)Cl.ClC(Cl)(Cl)Cl.ClC(Cl)(Cl)Cl.ClC(Cl)(Cl)Cl.ClC(Cl)(Cl)Cl.ClC(Cl)(Cl)Cl.ClC(Cl)(Cl)Cl.ClC(Cl)(Cl)Cl. Its net charge is 0. As for the HOMO energy: -0.34901 Ha. The spin multiplicity is 1. For the maximum force, the calculation gives 1.1 eV/A.

Atomic partial charges in e from the Mulliken method, atoms 1 to 4: -0.0050 -0.0113 -0.0939 -0.1049

---

(2)
A cluster of 3 separate species, C3H10O3 in total at a distorted geometry. Source: the OMol25 dataset; level of theory: ωB97M-V with the def2-TZVPD basis set.

```
16
C3H10O3, DFT ωB97M-V with the def2-TZVPD basis set
O -0.520 -1.952 -7.014
O -0.364 -0.853 0.410
O 0.185 -2.715 2.626
C 1.063 1.974 1.802
C -0.314 0.350 0.420
C -0.259 1.198 1.651
H -0.465 0.591 2.531
H -0.876 -2.094 -6.131
H -0.128 -2.913 1.736
H -1.073 1.899 1.519
H 1.272 2.063 2.868
H -0.025 -1.776 2.681
H 0.926 3.014 1.522
H -0.330 0.858 -0.560
H 1.885 1.521 1.268
H -0.976 -1.166 -7.330
```

The structure (SMILES) is CCC=O.O.O. Its net charge is 0. As for the HOMO energy: -0.37757 Ha. The spin multiplicity is 1. The value obtained for the energy above the lowest of the compared OMol25 structures with the same formula, charge and spin is 12.1 kcal per mole. For the maximum force, the calculation gives 1.1 eV/A.

Atomic partial charges in e from the Mulliken method, atoms 1 to 4: -0.6391 -0.4563 -0.6453 -1.0211

---

(3)
A structure of composition C35H25N8O2Ru. Source: the OMol25 dataset; level of theory: ωB97M-V with the def2-TZVPD basis set.

```
71
C35H25N8O2Ru, DFT ωB97M-V with the def2-TZVPD basis set
Ru -0.110 -0.187 0.216
O -1.132 -4.236 -0.440
O 2.555 -0.570 3.562
N -1.101 1.555 -0.275
N 0.611 -0.738 2.315
N 1.597 1.375 0.851
N -2.433 -0.988 -0.897
N 0.596 -0.093 -1.658
N -0.917 -2.303 0.802
N 1.650 -1.513 -0.354
N 0.362 0.640 -2.713
C 1.597 -1.000 -1.604
C -0.576 -2.791 1.992
C -2.294 -2.290 -1.152
C -0.712 2.326 -3.904
C -4.100 -0.877 -2.600
C -1.390 -3.065 -0.236
C -1.767 3.358 3.456
C -0.673 -4.444 3.750
C -3.330 -0.305 -1.597
C 3.441 -2.330 -2.282
C 1.882 2.512 0.223
C 1.754 -0.132 2.749
C -2.061 2.020 3.241
C 2.816 2.135 2.748
C -1.232 2.138 -1.511
C -2.170 3.166 -1.720
C -3.006 -2.943 -2.147
C 3.499 -2.850 -0.985
C -0.515 1.666 -2.668
C -2.353 3.770 -2.946
C 2.634 3.514 0.809
C -1.886 1.459 1.987
C -1.073 3.568 1.153
C 0.213 -1.927 2.844
C -1.368 2.215 0.920
C 3.109 3.321 2.099
C 2.046 1.187 2.089
C 0.506 -2.363 4.151
C -1.279 4.123 2.403
C -3.921 -2.220 -2.893
C 2.584 -2.404 -0.050
C -1.600 3.360 -4.048
C 2.493 -1.387 -2.610
C 0.074 -3.589 4.590
C -0.995 -4.058 2.483
H -0.127 1.970 -4.742
H -4.819 -0.273 -3.136
H 2.603 -2.763 0.974
H -2.447 1.411 4.049
H -1.930 3.808 4.426
H 4.237 -3.589 -0.707
H 1.077 -1.721 4.801
H -2.834 -3.999 -2.305
H 1.496 2.613 -0.785
H 2.852 4.422 0.263
H -4.491 -2.693 -3.682
H -0.654 4.167 0.356
H 3.180 1.918 3.742
H -1.044 5.168 2.567
H -3.092 4.554 -3.055
H -1.005 -5.404 4.120
H -2.769 3.480 -0.874
H 0.310 -3.906 5.597
H 2.415 -0.939 -3.589
H -1.573 -4.702 1.839
H -1.719 3.845 -5.008
H -3.436 0.743 -1.349
H 4.148 -2.671 -3.027
H -2.197 0.435 1.793
H 3.706 4.080 2.587
```

Its net charge is 0. As for the HOMO energy (spin up / spin down): -0.21811 / -0.27012 Ha. The spin multiplicity is 6. The value obtained for the energy above the lowest of the compared OMol25 structures with the same formula, charge and spin is 33.1 kcal per mole. The expectation value of S² is 8.820. For the maximum force, the calculation gives 1.0 eV/A.

Atomic partial charges in e from the Mulliken method, atoms 1 to 4: -1.1131 -0.6603 -0.6821 2.1494

---

(4)
An isolated molecule of C4H9NS at a distorted geometry. Source: the OMol25 dataset; level of theory: ωB97M-V with the def2-TZVPD basis set.

```
15
C4H9NS, DFT ωB97M-V with the def2-TZVPD basis set
S 3.569 -0.023 -0.005
N 0.998 0.025 0.710
C -0.912 1.215 -0.218
C 1.924 -0.051 -0.274
C -0.919 -1.279 -0.200
C -0.492 -0.036 0.482
H -0.616 -1.150 -1.254
H -0.467 2.152 0.231
H -1.952 1.154 -0.242
H -0.988 0.001 1.508
H -0.619 1.354 -1.287
H 1.321 0.176 1.665
H 1.586 -0.123 -1.279
H -0.431 -2.067 0.351
H -2.001 -1.347 -0.189
```

The structure (SMILES) is CC(C)NC=S. Its net charge is 0. As for the HOMO energy: -0.30190 Ha. The spin multiplicity is 1. The value obtained for the energy above the lowest of the compared OMol25 structures with the same formula, charge and spin is 15.4 kcal per mole. For the maximum force, the calculation gives 2.7 eV/A.

Atomic partial charges in e from the Mulliken method, atoms 1 to 4: -0.3444 -0.1276 -1.3697 -0.1691

---

Look up the net charge of the third one.
0

---

What did the third record say?
A structure of composition C35H25N8O2Ru. Source: the OMol25 dataset; level of theory: ωB97M-V with the def2-TZVPD basis set.

```
71
C35H25N8O2Ru, DFT ωB97M-V with the def2-TZVPD basis set
Ru -0.110 -0.187 0.216
O -1.132 -4.236 -0.440
O 2.555 -0.570 3.562
N -1.101 1.555 -0.275
N 0.611 -0.738 2.315
N 1.597 1.375 0.851
N -2.433 -0.988 -0.897
N 0.596 -0.093 -1.658
N -0.917 -2.303 0.802
N 1.650 -1.513 -0.354
N 0.362 0.640 -2.713
C 1.597 -1.000 -1.604
C -0.576 -2.791 1.992
C -2.294 -2.290 -1.152
C -0.712 2.326 -3.904
C -4.100 -0.877 -2.600
C -1.390 -3.065 -0.236
C -1.767 3.358 3.456
C -0.673 -4.444 3.750
C -3.330 -0.305 -1.597
C 3.441 -2.330 -2.282
C 1.882 2.512 0.223
C 1.754 -0.132 2.749
C -2.061 2.020 3.241
C 2.816 2.135 2.748
C -1.232 2.138 -1.511
C -2.170 3.166 -1.720
C -3.006 -2.943 -2.147
C 3.499 -2.850 -0.985
C -0.515 1.666 -2.668
C -2.353 3.770 -2.946
C 2.634 3.514 0.809
C -1.886 1.459 1.987
C -1.073 3.568 1.153
C 0.213 -1.927 2.844
C -1.368 2.215 0.920
C 3.109 3.321 2.099
C 2.046 1.187 2.089
C 0.506 -2.363 4.151
C -1.279 4.123 2.403
C -3.921 -2.220 -2.893
C 2.584 -2.404 -0.050
C -1.600 3.360 -4.048
C 2.493 -1.387 -2.610
C 0.074 -3.589 4.590
C -0.995 -4.058 2.483
H -0.127 1.970 -4.742
H -4.819 -0.273 -3.136
H 2.603 -2.763 0.974
H -2.447 1.411 4.049
H -1.930 3.808 4.426
H 4.237 -3.589 -0.707
H 1.077 -1.721 4.801
H -2.834 -3.999 -2.305
H 1.496 2.613 -0.785
H 2.852 4.422 0.263
H -4.491 -2.693 -3.682
H -0.654 4.167 0.356
H 3.180 1.918 3.742
H -1.044 5.168 2.567
H -3.092 4.554 -3.055
H -1.005 -5.404 4.120
H -2.769 3.480 -0.874
H 0.310 -3.906 5.597
H 2.415 -0.939 -3.589
H -1.573 -4.702 1.839
H -1.719 3.845 -5.008
H -3.436 0.743 -1.349
H 4.148 -2.671 -3.027
H -2.197 0.435 1.793
H 3.706 4.080 2.587
```

Its net charge is 0. As for the HOMO energy (spin up / spin down): -0.21811 / -0.27012 Ha. The spin multiplicity is 6. The value obtained for the energy above the lowest of the compared OMol25 structures with the same formula, charge and spin is 33.1 kcal per mole. The expectation value of S² is 8.820. For the maximum force, the calculation gives 1.0 eV/A.

Atomic partial charges in e from the Mulliken method, atoms 1 to 4: -1.1131 -0.6603 -0.6821 2.1494

---

The highest maximum force belongs to which entry?
C4H9NS

---

Repeat the first record exactly.
A cluster of 11 separate species, C16H12BCl40IN2O in total at a distorted geometry. Source: the OMol25 dataset; level of theory: ωB97M-V with the def2-TZVPD basis set.

```
73
C16H12BCl40IN2O, DFT ωB97M-V with the def2-TZVPD basis set
I -1.338 -2.150 1.042
Cl 2.695 0.848 0.300
Cl 5.089 -13.122 -2.254
Cl -6.836 4.816 6.394
Cl 3.594 3.219 6.066
Cl 4.095 -7.292 -2.326
Cl -0.571 2.587 3.111
Cl 5.417 5.908 -1.349
Cl 6.074 3.303 -0.293
Cl -2.288 3.505 5.912
Cl 3.814 -15.485 -3.307
Cl 4.031 -9.777 -3.792
Cl -4.098 6.180 -0.623
Cl 5.729 5.539 1.497
Cl 2.913 -12.871 -4.127
Cl 3.240 3.865 8.854
Cl 1.689 4.358 3.165
Cl 0.645 3.364 0.621
Cl -2.470 7.541 -2.579
Cl -4.710 4.521 8.315
Cl 4.001 1.266 2.827
Cl -2.009 0.664 5.541
Cl -0.380 -6.485 -4.291
Cl -2.162 1.757 8.205
Cl 1.676 -4.440 -4.282
Cl -0.840 5.301 2.164
Cl -3.990 5.209 -3.339
Cl 5.844 -7.677 -4.588
Cl 2.405 -13.794 -1.443
Cl 4.300 -1.255 1.455
Cl 1.765 -0.553 2.636
Cl -4.501 1.736 6.521
Cl 0.454 -5.248 -6.762
Cl 3.005 -7.361 -4.988
Cl -1.074 -3.750 -4.825
Cl 3.049 5.938 6.856
Cl 0.985 3.937 7.057
Cl -5.295 7.114 7.205
Cl -7.140 5.889 9.054
Cl 3.451 4.407 0.145
Cl -1.693 4.936 -1.625
O 0.065 0.635 -2.856
N 0.820 2.791 -2.000
N -2.259 1.411 -2.923
C -2.724 1.345 -4.327
C 0.479 1.807 -2.485
C -4.132 1.940 -4.410
C -5.994 5.584 7.745
C -2.744 1.923 6.546
C 0.176 -4.988 -5.038
C 0.136 -2.601 -1.583
C -0.564 -1.447 -0.851
C 4.245 -8.029 -3.925
C -1.729 -0.843 -1.665
C -3.056 5.966 -2.035
C 3.556 -13.820 -2.781
C 0.243 3.906 2.262
C 2.715 4.240 7.210
C 5.162 4.791 -0.004
C 3.189 0.076 1.807
B -1.321 0.414 -2.502
H -0.129 -3.553 -1.134
H -3.058 1.327 -2.304
H 1.214 -2.496 -1.455
H -2.737 0.325 -4.717
H 0.159 -0.666 -0.641
H -4.862 1.191 -4.100
H -4.358 2.271 -5.419
H -2.478 -0.477 -0.960
H -0.087 -2.598 -2.648
H -2.083 1.950 -4.968
H -4.191 2.768 -3.704
H -2.222 -1.594 -2.284
```

The structure (SMILES) is CCNB(C[C@H](C)I)OC#N.ClC(Cl)(Cl)Cl.ClC(Cl)(Cl)Cl.ClC(Cl)(Cl)Cl.ClC(Cl)(Cl)Cl.ClC(Cl)(Cl)Cl.ClC(Cl)(Cl)Cl.ClC(Cl)(Cl)Cl.ClC(Cl)(Cl)Cl.ClC(Cl)(Cl)Cl.ClC(Cl)(Cl)Cl. Its net charge is 0. As for the HOMO energy: -0.34901 Ha. The spin multiplicity is 1. For the maximum force, the calculation gives 1.1 eV/A.

Atomic partial charges in e from the Mulliken method, atoms 1 to 4: -0.0050 -0.0113 -0.0939 -0.1049